# 1
{"formula": "C31H74N5O20V", "method": "the ωB97M-V functional and the def2-TZVPD basis", "elements": ["O", "V", "O", "O", "C", "O", "O", "H", "O", "C", "O", "O", "H", "O", "C", "O", "O", "H", "C", "O", "C", "C", "N", "C", "C", "O", "C", "H", "H", "H", "H", "H", "H", "H", "H", "H", "H", "H", "H", "H", "H", "H", "C", "O", "C", "C", "N", "C", "C", "O", "C", "H", "H", "H", "H", "H", "H", "H", "H", "H", "H", "H", "H", "H", "H", "H", "C", "O", "C", "C", "N", "C", "C", "O", "C", "H", "H", "H", "H", "H", "H", "H", "H", "H", "H", "H", "H", "H", "H", "H", "C", "O", "C", "C", "N", "C", "C", "O", "C", "H", "H", "H", "H", "H", "H", "H", "H", "H", "H", "H", "H", "H", "H", "H", "C", "C", "C", "O", "C", "N", "H", "H", "H", "H", "H", "H", "H", "H", "H", "H", "H"], "xyz": [[0.51224, -3.78305, 3.82154], [-0.31613, -2.88436, 2.77943], [-0.93239, -3.95474, 1.75962], [-2.06852, 0.19634, 0.05857], [-1.09761, -0.00324, 0.96010], [-0.26437, 0.89114, 1.19197], [-1.04272, -1.11782, 1.49527], [-2.33875, -0.70293, 0.25830], [2.94761, -4.04954, 1.42070], [2.72054, -2.85955, 1.92254], [3.56351, -2.17563, 2.50840], [1.58000, -2.37859, 1.74459], [2.12863, -4.08740, 0.92127], [-0.43124, -0.88192, 6.18966], [0.56963, -0.73436, 5.27661], [1.65480, -0.11560, 5.55455], [0.37370, -0.92869, 4.09505], [0.17180, -0.57939, 6.87260], [-2.57867, 0.61490, -6.24925], [-2.18086, 1.44131, -5.12656], [-2.66704, 1.00605, -3.81160], [-2.32436, 2.08001, -2.77866], [-3.16703, 2.07458, -1.56703], [-2.92113, 3.26017, -0.79498], [-3.80518, 3.42324, 0.45834], [-3.28492, 4.59642, 1.04358], [-3.72124, 4.71260, 2.38579], [-3.61399, 0.84600, -6.49987], [-2.43959, -0.46461, -6.19078], [-2.03915, 0.99336, -7.11747], [-2.23518, 0.01829, -3.65058], [-3.73941, 0.81515, -3.85286], [-2.38639, 3.00811, -3.34691], [-1.30057, 1.84057, -2.49127], [-2.95944, 1.27788, -0.98198], [-3.04087, 4.08344, -1.49924], [-1.87903, 3.27566, -0.47574], [-3.69513, 2.55370, 1.10633], [-4.83276, 3.59427, 0.13752], [-3.27504, 5.56860, 2.89201], [-3.50261, 3.82914, 2.98561], [-4.81042, 4.75461, 2.37991], [-0.05687, 2.64425, 5.10734], [0.52121, 2.83940, 3.81496], [-0.16723, 3.69673, 2.90425], [0.84599, 4.26967, 1.90354], [1.48524, 3.25718, 0.98942], [2.49321, 3.76418, 0.01851], [1.85165, 4.41938, -1.19538], [1.16023, 3.48542, -2.04355], [0.51708, 4.11779, -3.16961], [-0.87663, 1.92777, 5.05494], [-0.50833, 3.53032, 5.55360], [0.74153, 2.34302, 5.78551], [-0.69695, 4.51237, 3.39642], [-0.91719, 3.14493, 2.33752], [1.63357, 4.77742, 2.46032], [0.29892, 4.96100, 1.26256], [0.74378, 2.78967, 0.48764], [3.20790, 2.98484, -0.24600], [3.06617, 4.54926, 0.51192], [2.66022, 4.90335, -1.74319], [1.25717, 5.30112, -0.95617], [1.30199, 4.61807, -3.73683], [-0.20181, 4.84708, -2.79620], [0.00648, 3.46410, -3.87677], [1.88576, 0.23023, -1.14473], [2.94487, 0.58602, -0.14975], [4.22220, -0.00925, -0.55957], [5.37845, 0.50344, 0.27086], [5.20582, 0.06803, 1.63380], [6.32314, 0.55571, 2.48224], [6.16502, 0.04549, 3.91046], [4.83549, 0.39995, 4.52471], [4.90045, 0.35239, 5.94245], [2.22896, 0.38055, -2.16831], [1.01975, 0.87398, -0.99077], [1.61677, -0.82116, -1.04309], [4.56638, 0.25056, -1.56064], [4.13355, -1.08758, -0.42756], [5.39943, 1.59322, 0.26518], [6.24512, -0.02460, -0.12684], [5.17886, -0.94149, 1.64916], [6.46866, 1.63254, 2.56796], [7.30861, 0.20239, 2.17873], [6.94881, 0.48761, 4.52551], [6.37022, -1.02356, 3.96634], [5.72266, -0.26319, 6.30732], [4.00889, 0.10576, 6.51898], [5.07724, 1.39909, 6.18996], [2.97969, -6.65162, -3.99374], [2.58181, -5.32726, -3.74391], [3.36067, -4.60518, -2.82681], [2.81138, -3.21481, -2.39825], [1.35788, -3.00250, -2.52237], [0.64303, -3.95698, -1.74794], [-0.78079, -3.49080, -1.69872], [-1.31948, -3.41893, -3.02158], [-2.70158, -3.16268, -3.17623], [2.26304, -7.00372, -4.73573], [2.96824, -7.19171, -3.04703], [3.93997, -6.72758, -4.50382], [4.35528, -4.39364, -3.21938], [3.47586, -5.19869, -1.91985], [3.29039, -2.43174, -2.98601], [3.26200, -3.01985, -1.42509], [1.18606, -3.07654, -3.51489], [1.01932, -4.12500, -0.73885], [0.62042, -4.88062, -2.32630], [-0.83288, -2.53502, -1.17731], [-1.21324, -4.34026, -1.17005], [-2.84437, -3.05861, -4.25181], [-2.98031, -2.25851, -2.63504], [-3.24642, -4.04124, -2.83069], [-6.49897, 0.17875, 0.12294], [-5.96323, -0.71783, -1.00383], [-5.46037, -2.08299, -0.60730], [-4.36901, -1.94372, 0.29939], [-3.80165, -3.11419, 0.74163], [-7.00451, -0.83263, -2.02914], [-6.90499, 1.09499, -0.30574], [-5.72285, 0.56527, 0.78351], [-7.18008, -0.28965, 0.83342], [-5.11143, -0.23725, -1.48507], [-5.03826, -2.67482, -1.41947], [-6.26288, -2.65186, -0.13776], [-4.38052, -4.03619, 0.79575], [-3.38999, -2.94576, 1.73675], [-2.93453, -3.41153, 0.15192], [-7.09480, 0.05857, -2.49573], [-6.93106, -1.54422, -2.74211]], "forces_ev_per_angstrom": [[-1.665, 0.917, -0.765], [5.038, 1.030, -0.903], [-0.430, 0.558, 0.700], [-0.704, -0.959, -0.105], [5.594, 4.042, 2.210], [-1.553, 0.093, -0.932], [-1.421, -3.527, 0.880], [-2.137, -0.987, -1.168], [0.537, -1.871, -1.112], [2.112, 4.224, 3.264], [0.973, -1.767, -0.591], [-4.876, -0.298, -0.606], [-0.387, -1.080, -0.383], [0.699, -0.403, 0.509], [3.473, 3.414, -1.776], [-1.575, -1.196, 2.759], [-3.109, -3.190, -3.297], [-0.478, 0.238, 1.562], [-0.104, 1.563, 0.439], [-0.302, -0.894, -0.002], [-0.324, -0.432, -1.211], [0.093, -1.481, 0.249], [-1.086, -0.012, -1.456], [0.195, -0.117, 0.015], [1.169, 0.411, -1.746], [0.049, 0.184, 1.243], [-0.355, -0.318, -0.193], [-0.425, -0.318, 0.224], [0.195, -0.012, 0.565], [0.401, -0.091, 0.148], [0.371, 0.011, 0.497], [-0.416, 0.354, -0.099], [-0.006, 0.286, 0.439], [0.476, 0.644, 0.002], [0.265, -0.096, -0.259], [-0.229, 0.488, 0.349], [0.302, 0.181, 0.367], [-0.104, -0.087, 0.131], [-0.384, -0.237, 0.235], [-0.047, 0.106, -0.370], [0.448, -0.249, -0.063], [-0.339, 0.472, 0.210], [0.037, 0.114, -0.819], [-0.358, 0.967, 0.544], [0.895, -1.071, -0.298], [0.489, -0.970, -1.096], [0.370, 0.733, 0.609], [-1.875, 0.240, 1.064], [0.649, -0.002, -0.952], [-0.489, 0.168, -0.238], [1.013, 0.334, 0.961], [0.169, -0.498, 0.086], [-0.004, 0.764, -0.245], [-0.119, -0.480, -0.277], [0.128, 0.333, 0.366], [-0.156, -0.367, -0.046], [0.085, 0.131, -0.057], [-0.238, 0.747, 0.185], [-0.009, -0.591, 0.144], [-0.337, -0.243, -0.141], [0.116, 0.172, 0.121], [0.482, -0.150, -0.695], [-0.818, -0.236, 0.456], [0.021, 0.405, -0.211], [-0.140, 0.223, -0.080], [0.153, -0.623, 0.609], [1.198, 0.255, 1.205], [0.472, -0.736, -2.510], [-1.250, 0.995, 0.872], [-1.328, -0.999, 1.040], [1.614, 1.689, 0.847], [-1.288, -1.008, 0.865], [-1.651, 0.586, 1.101], [1.831, -1.416, -1.111], [0.517, 1.187, -0.180], [0.335, 0.149, -0.154], [0.194, -0.100, 0.387], [-0.083, 0.002, 0.213], [-0.807, -0.106, -0.745], [0.118, -0.265, -0.189], [0.385, 0.023, -0.339], [0.786, 0.599, -0.677], [-0.396, -0.231, 0.512], [-0.824, 0.287, -0.583], [0.502, -0.372, -0.406], [0.183, 0.383, 0.163], [-0.597, -0.356, -0.046], [0.164, -0.142, 0.023], [-0.498, -0.498, -1.033], [0.478, 0.240, 0.756], [-0.371, 0.754, -0.216], [-0.361, 0.826, -0.684], [0.304, 0.215, 0.812], [-0.060, 0.294, -1.165], [3.090, 0.687, 0.650], [-1.238, -0.047, -1.637], [-0.546, -0.894, 0.383], [0.766, 0.078, -0.301], [1.179, -0.423, 0.331], [-0.204, -0.426, 0.384], [0.062, -0.497, -0.134], [0.490, 0.124, 0.287], [0.352, -0.316, -0.171], [0.088, -0.301, 0.181], [-0.035, -0.042, -0.461], [-0.712, -0.108, 0.497], [-0.610, -0.182, 0.090], [0.067, 0.337, -0.150], [0.081, -0.727, 0.455], [-0.343, 0.011, 0.156], [-1.072, 0.380, 0.468], [-0.218, 0.188, 0.061], [-0.314, 0.090, 0.023], [-0.482, 0.057, 0.195], [0.869, 0.176, 0.367], [0.366, 0.211, -0.741], [0.705, -0.398, 0.950], [-1.421, 1.263, -0.198], [1.703, -1.254, 0.711], [-1.032, 0.088, 0.124], [-0.441, -0.185, -0.112], [0.541, -0.266, -0.216], [-0.443, -0.246, -0.514], [0.335, 0.406, 0.399], [-0.511, 0.099, -0.716], [-0.217, -0.241, 0.136], [-0.994, 0.253, -0.086], [-0.099, 0.084, 0.000], [0.184, 0.201, -0.277], [-0.086, -0.001, -0.057], [0.572, -0.132, 0.214]], "orbital_gap_ev": 6.232, "charge": -2, "mol_weight_g_mol": 887.89, "largest_force_ev_per_a": 7.25}



# 2
{"formula": "CBrFN2O4", "method": "the ωB97M-V functional and the def2-TZVPD basis", "elements": ["C", "N", "N", "O", "O", "O", "O", "F", "Br"], "xyz": [[0.22743, 0.04010, -0.18419], [-0.34034, 1.30229, 0.22233], [-0.52193, -1.23489, -0.01540], [-1.53341, 1.28274, 0.31435], [-1.26523, -1.24698, 0.92356], [0.37006, 2.26100, 0.26999], [-0.32867, -2.14484, -0.85069], [3.55045, -0.42131, 0.56538], [1.99646, -0.02544, -0.60434]], "forces_ev_per_angstrom": [[3.435, -1.065, -1.117], [-0.476, -0.279, -0.278], [0.209, -1.043, -1.227], [-1.248, 0.157, 0.182], [-0.143, -0.541, 0.199], [0.889, 0.699, 0.352], [-0.168, 2.123, 1.686], [-1.349, 0.326, -0.568], [-1.149, -0.377, 0.771]], "orbital_gap_ev": 7.709, "mol_weight_g_mol": 202.92, "largest_force_ev_per_a": 3.77, "e_above_lowest_kcal_mol": 85.1}



# 3
{"formula": "C8H7BrI3N4O3Pd", "method": "the ωB97M-V functional and the def2-TZVPD basis", "elements": ["Pd", "O", "N", "O", "O", "Br", "C", "C", "C", "N", "C", "C", "H", "H", "H", "H", "I", "C", "C", "N", "N", "C", "H", "H", "H", "I", "I"], "xyz": [[-0.56789, 1.39188, 0.25571], [-0.00558, 2.01532, 3.94755], [-0.13834, 1.88775, 2.77738], [0.14236, 2.78358, 1.91917], [-0.67913, 0.80623, 2.26841], [-3.08325, -4.73031, -1.16661], [-2.40360, -3.02915, -0.83425], [-3.00050, -2.21519, 0.11230], [-2.46485, -0.96034, 0.32314], [-1.39878, -0.50445, -0.34735], [-0.83762, -1.30372, -1.26106], [-1.30029, -2.57315, -1.53769], [-3.85941, -2.54197, 0.68059], [-2.88550, -0.30397, 1.07135], [0.00126, -0.88703, -1.80816], [-0.81785, -3.18059, -2.28980], [5.44717, 2.46282, -0.54296], [3.70718, 1.42600, -0.32007], [3.53052, 0.06637, -0.39270], [2.22128, -0.17329, -0.19051], [1.53707, 0.96110, 0.03630], [2.43498, 1.93919, -0.03803], [4.22727, -0.74046, -0.55380], [1.76228, -1.06171, -0.08551], [2.13765, 2.96162, 0.12674], [-0.96316, 2.55863, -2.11611], [-2.74325, 2.94482, -0.03404]], "forces_ev_per_angstrom": [[0.397, -0.075, 0.289], [0.236, -0.059, 0.021], [-0.722, 0.057, -0.264], [0.106, -0.258, 0.156], [0.443, 0.384, 0.448], [-0.073, -0.199, -0.037], [-0.040, -0.075, -0.004], [0.005, 0.130, 0.048], [0.131, -0.021, 0.051], [-0.290, -0.481, -0.172], [0.002, 0.145, -0.138], [0.099, 0.119, -0.034], [0.014, -0.007, -0.024], [-0.010, 0.058, 0.034], [-0.009, -0.041, 0.002], [-0.016, -0.006, 0.016], [0.288, 0.190, -0.034], [-0.253, -0.078, 0.109], [-0.105, -0.258, 0.017], [-0.162, -0.019, 0.059], [0.496, -0.005, -0.048], [-0.120, 0.036, -0.020], [-0.003, 0.065, -0.021], [0.016, -0.058, 0.014], [0.014, 0.026, -0.021], [-0.217, 0.338, -0.196], [-0.227, 0.094, -0.250]], "orbital_gap_ev": [5.904, 5.636], "spin_multiplicity": 3, "charge": 1, "mol_weight_g_mol": 774.20, "largest_force_ev_per_a": 0.77, "s2": 2.062, "e_above_lowest_kcal_mol": 4.9}